# C70H52BiFN8O3S2

A molecular structure, C70H52BiFN8O3S2 (ωB97M-V with the def2-TZVPD basis set, the Open Molecules 2025 dataset).

Each line ends with the Löwdin charge.
Positions of all 137 atoms, in Å:
1 Bi -0.258 -0.025 0.754  1.99
2 S 0.096 -2.735 -1.707  0.77
3 S -3.369 -0.745 -4.516  1.04
4 F 5.264 -0.863 -3.926  0.06
5 O 1.124 0.173 -1.452  -0.15
6 O -1.029 1.833 -0.465  -0.19
7 O -2.030 2.872 -2.164  0.02
8 N -2.741 -0.942 0.334  0.10
9 N -1.721 0.836 2.275  -0.07
10 N -2.023 -0.452 -2.370  0.05
11 N 1.049 1.796 1.528  0.01
12 N 2.057 -0.892 1.287  0.00
13 N 1.341 2.944 -4.423  0.01
14 N -0.639 -2.281 2.030  0.04
15 N -4.921 -0.769 -0.124  0.18
16 C -1.053 -3.889 -0.942  -0.39
17 C 1.545 -3.790 -1.865  -0.39
18 C -1.917 -0.442 -3.657  -0.46
19 C 4.108 -5.893 2.923  -0.08
20 C -5.017 -3.822 1.779  -0.03
21 C 5.311 3.160 -1.800  -0.08
22 C -1.856 2.211 2.428  -0.26
23 C -1.089 2.259 -1.663  -0.64
24 C 3.254 1.132 0.625  -0.08
25 C -1.185 5.181 3.815  -0.03
26 C -3.134 2.612 2.658  0.05
27 C 2.292 2.061 1.159  -0.22
28 C -6.239 -5.006 3.476  -0.09
29 C -3.033 0.276 2.450  -0.28
30 C -1.567 6.503 3.996  -0.08
31 C 4.238 2.613 -1.116  -0.04
32 C 2.608 3.459 1.388  0.01
33 C 3.428 -4.692 2.785  -0.04
34 C -5.884 -0.785 3.524  -0.10
35 C 4.123 -1.200 0.273  0.01
36 C -3.109 -2.309 2.331  0.00
37 C 3.688 -2.404 0.647  0.01
38 C -3.436 -0.981 1.635  -0.23
39 C 4.434 1.729 -0.055  -0.19
40 C 1.940 -5.709 1.214  -0.05
41 C 0.303 2.926 -3.565  0.03
42 C 2.761 4.288 -5.881  -0.13
43 C -5.971 -0.779 2.074  -0.05
44 C 2.236 1.016 -3.320  -0.05
45 C 2.339 -4.577 1.923  -0.23
46 C 3.227 0.037 -3.183  0.07
47 C 5.742 1.442 0.328  -0.04
48 C -3.629 -0.794 -0.576  -0.26
49 C -4.224 -3.213 2.746  -0.22
50 C 2.613 -6.913 1.351  -0.08
51 C 0.273 -3.225 2.219  -0.24
52 C 0.143 2.055 -2.529  -0.04
53 C 0.487 2.998 1.970  -0.23
54 C -4.848 -0.347 4.258  -0.06
55 C -1.866 -2.809 2.483  -0.21
56 C 1.130 1.031 -2.341  -0.32
57 C 1.496 4.031 1.883  0.03
58 C -3.315 -0.708 -2.007  -0.30
59 C 3.583 3.061 -6.248  -0.13
60 C -6.020 -4.710 2.138  -0.08
61 C -4.905 -0.851 1.273  -0.19
62 C 2.341 1.984 -4.321  -0.08
63 C -1.992 7.258 2.913  -0.09
64 C 1.328 3.896 -5.543  -0.31
65 C -5.443 -4.416 4.448  -0.08
66 C 6.820 1.983 -0.357  -0.08
67 C 0.564 3.309 -6.724  -0.02
68 C -4.192 -0.902 -3.031  -0.34
69 C -3.685 0.427 3.816  -0.12
70 C 3.118 -0.223 0.725  -0.25
71 C -4.446 -3.525 4.083  -0.06
72 C 4.289 0.062 -4.039  -0.25
73 C -1.219 4.613 2.548  -0.23
74 C -0.314 -4.395 2.891  0.01
75 C 4.419 1.029 -5.031  0.05
76 C -1.613 -4.145 3.041  0.02
77 C 3.452 1.998 -5.190  -0.13
78 C 3.704 -7.008 2.205  -0.09
79 C -0.804 3.197 2.321  -0.05
80 C -2.032 6.689 1.647  -0.07
81 C 1.632 -3.264 1.785  -0.10
82 C 6.610 2.838 -1.428  -0.09
83 C -3.987 1.448 2.709  -0.11
84 C 2.368 -2.209 1.285  -0.25
85 C -1.646 5.371 1.462  -0.02
86 H -0.464 3.675 -3.724  0.15
87 H 1.998 -4.005 -0.899  0.00
88 H -7.020 -5.699 3.759  0.10
89 H 5.132 3.836 -2.627  0.10
90 H 4.168 -3.356 0.494  0.12
91 H 5.033 -0.965 -0.253  0.11
92 H 1.298 -4.722 -2.373  0.04
93 H 3.226 2.869 -1.407  0.12
94 H -5.601 -4.646 5.494  0.10
95 H 5.912 0.792 1.178  0.12
96 H 4.232 -7.946 2.312  0.10
97 H 2.271 -3.249 -2.472  0.03
98 H 7.829 1.742 -0.046  0.10
99 H 0.225 -5.280 3.184  0.11
100 H 0.988 2.352 -7.030  0.08
101 H -0.687 -4.225 0.030  0.01
102 H 1.357 5.055 2.189  0.12
103 H -3.475 3.630 2.729  0.12
104 H -1.979 -3.340 -0.772  0.01
105 H -0.858 4.583 4.656  0.12
106 H 2.287 -7.779 0.789  0.10
107 H -1.534 6.941 4.985  0.10
108 H 0.596 3.989 -7.576  0.09
109 H 3.254 2.665 -7.214  0.12
110 H -4.840 -3.608 0.731  0.12
111 H 4.634 3.326 -6.368  0.12
112 H -3.832 -3.053 4.839  0.13
113 H -6.625 -5.177 1.372  0.10
114 H -3.013 0.762 4.597  0.15
115 H -5.707 -0.462 -0.668  0.15
116 H -4.907 -0.502 5.330  0.11
117 H 3.567 3.914 1.205  0.11
118 H -0.986 -0.267 -4.175  0.08
119 H -5.023 1.486 2.407  0.14
120 H 3.204 4.782 -5.012  0.12
121 H 2.751 5.009 -6.699  0.12
122 H -2.367 7.274 0.800  0.10
123 H -6.957 -0.766 1.622  0.12
124 H 4.952 -5.958 3.598  0.10
125 H -1.682 4.910 0.481  0.13
126 H 3.142 -0.695 -2.390  0.12
127 H -5.240 -1.143 -2.985  0.07
128 H 1.084 -5.644 0.553  0.11
129 H -6.724 -1.224 4.050  0.11
130 H 5.294 1.017 -5.668  0.13
131 H 3.741 -3.822 3.350  0.12
132 H 7.451 3.260 -1.962  0.10
133 H -1.254 -4.748 -1.583  0.04
134 H -2.355 -4.795 3.469  0.11
135 H -2.293 8.288 3.055  0.10
136 H 0.799 4.777 -5.176  0.15
137 H -0.479 3.142 -6.458  0.08

Forces on atoms 1 to 6 (eV/Å):
-0.167 -0.034 -0.589
-0.034 0.000 0.046
-0.082 -0.010 -0.028
-0.006 0.009 0.002
0.033 0.070 0.054
-0.119 -0.057 0.078

Output
Net charge: 0
Molecular weight: 1345.35 g mol⁻¹
Total energy: -121725.83032 eV
Energy relative to the best compared isomer or geometry (same formula, charge and spin): 0.0 kJ/mol
LUMO level: -1.0 eV
E_HOMO: -0.23134 Eh